# 1
Molecular formula: C4H17NO4Tl
Method: DFT, ωB97M-V with the def2-TZVPD basis set

Output
* HOMO-LUMO gap: 6.9 eV
* energy above the lowest of the compared OMol25 structures with the same formula, charge and spin: 171.5 kcal/mol
* highest occupied orbital energy: -23.3 eV
* net charge: +3

```
27
C4H17NO4Tl ωB97M-V with the def2-TZVPD basis set
Tl 1.751 0.918 -0.141
C -2.285 1.534 1.477
C -0.909 1.020 1.026
C -0.845 -0.441 0.444
O 0.514 -0.823 0.180
C 0.572 -2.229 -0.150
N -0.315 1.999 0.108
H -2.267 2.556 1.854
H -2.665 0.991 2.342
H -3.164 1.443 0.840
H -0.153 1.082 1.808
H -1.562 -0.395 -0.374
H -1.297 -1.044 1.231
H 0.016 -2.490 -1.051
H 0.190 -2.735 0.736
H 1.566 -2.674 -0.207
H -0.970 1.985 -0.661
H -0.242 2.936 0.478
O 1.518 -0.604 -1.508
H 2.258 -0.678 -2.111
H 0.876 -1.233 -1.837
O 2.537 -0.970 0.275
H 2.506 -1.717 -0.322
H 2.443 -1.355 1.146
O 0.293 1.022 -1.637
H -0.044 1.615 -2.308
H -0.320 0.287 -1.636
```

=====

# 2
Molecular formula: C6H9N2O2
Method: DFT, ωB97M-V with the def2-TZVPD basis set

Output
* HOMO-LUMO gap: 11.3 eV
* structure (SMILES): CN1CC(=O)[N+]2(CC2)C1=O
* energy above the lowest of the compared OMol25 structures with the same formula, charge and spin: 78.4 kcal/mol
* highest occupied orbital energy: -15.2 eV
* net charge: +1

```
19
C6H9N2O2 ωB97M-V with the def2-TZVPD basis set
C 0.392 0.993 1.006
C -0.399 -0.765 -0.755
C -0.084 1.608 -0.329
C 1.384 -1.250 1.519
C -0.003 -1.338 1.889
C -0.950 0.700 -2.513
N -0.479 0.469 -1.170
N 0.393 -0.457 0.860
O 0.899 1.438 1.979
O -0.589 -1.869 -1.095
H -0.979 2.222 -0.165
H 0.920 2.179 -0.555
H 1.897 -0.856 2.371
H 1.795 -2.049 0.877
H -0.487 -2.275 1.582
H -0.381 -0.864 2.908
H -0.795 1.706 -2.928
H -0.477 0.013 -3.081
H -2.058 0.395 -2.400
```

=====

# 3
Molecular formula: C10H20O14RbS2
Method: DFT, ωB97M-V with the def2-TZVPD basis set

Output
* HOMO-LUMO gap (spin up / spin down): 9.5 / 6.3 eV
* highest occupied orbital energy (spin up / spin down): -9.7 / -9.2 eV
* 2S+1: 2
* net charge: 0

```
47
C10H20O14RbS2 ωB97M-V with the def2-TZVPD basis set
Rb 19.538 -13.603 6.621
S 16.432 -12.333 5.618
O 15.809 -13.181 4.564
O 17.787 -11.931 5.145
O 15.593 -11.210 6.052
O 16.706 -13.151 6.756
C 19.508 -10.194 10.681
C 20.502 -10.925 9.987
O 21.008 -11.998 10.740
C 21.044 -13.213 10.243
O 20.473 -13.579 9.247
O 21.659 -13.943 11.036
C 21.953 -15.313 10.610
H 19.050 -9.366 10.139
H 20.010 -9.927 11.611
H 18.591 -10.773 10.795
H 21.442 -10.417 9.771
H 20.159 -11.250 9.006
H 22.511 -15.746 11.440
H 22.593 -15.179 9.739
H 21.059 -15.900 10.397
C 22.245 -18.159 6.897
C 22.308 -16.703 7.406
O 23.481 -16.035 6.929
C 23.496 -14.638 6.701
O 22.430 -14.019 6.498
O 24.806 -14.236 6.631
C 25.092 -12.945 6.216
H 23.202 -18.581 7.202
H 22.162 -18.342 5.825
H 21.481 -18.719 7.438
H 22.454 -16.749 8.485
H 21.332 -16.220 7.370
H 26.180 -12.904 6.280
H 24.838 -12.099 6.855
H 24.850 -12.769 5.168
C 18.105 -14.155 2.996
C 17.963 -15.619 3.309
O 19.227 -16.159 3.037
S 20.331 -15.073 2.320
O 20.985 -15.705 1.191
O 21.084 -14.474 3.433
O 19.025 -14.117 1.943
H 18.625 -13.635 3.801
H 17.212 -13.623 2.669
H 17.107 -15.981 2.739
H 17.724 -15.794 4.358
```

=====

- Which formula does entry 3 have?
  C10H20O14RbS2